# 1
Density functional theory data (the ωB97M-V functional and the def2-TZVPD basis) for a cluster of 2 separate species, C14H26BO9 in total.

Last column: natural (NBO) charge in e.
Positions of all 50 atoms, in Å:
C1 0.220 -5.526 2.151  -0.2467
O1 0.369 -4.966 0.869  -0.5518
C2 0.204 -3.545 0.976  -0.0737
C3 0.447 -2.853 -0.346  -0.4135
C4 1.001 -1.426 -0.224  -0.4210
C5 0.313 -0.566 0.848  0.0882
C6 0.085 0.939 0.366  -0.0764
O2 -1.299 1.186 0.323  -0.7332
B1 -1.960 -0.125 0.414  0.6447
C7 -3.334 -0.234 1.306  -0.8087
C8 -4.612 -0.093 0.532  0.8248
O3 -4.655 0.195 -0.573  -0.5216
O4 -5.831 -0.347 1.250  -0.5842
C9 -6.118 -1.683 1.280  0.8028
C10 -6.523 -2.402 0.025  -0.7344
O5 -6.061 -2.261 2.286  -0.5477
O6 -0.971 -0.920 1.220  -0.7409
H1 -0.520 -4.987 2.752  0.1692
H2 -0.123 -6.555 2.084  0.1757
H3 1.166 -5.461 2.700  0.1554
H4 -0.840 -3.369 1.244  0.1952
H5 0.779 -3.118 1.803  0.1598
H6 -0.420 -2.865 -0.997  0.2155
H7 1.204 -3.443 -0.876  0.1940
H8 2.081 -1.458 -0.065  0.1871
H9 0.837 -0.938 -1.185  0.2018
H10 0.916 -0.516 1.763  0.1471
H11 0.397 1.539 1.233  0.1494
H12 0.640 1.246 -0.526  0.1375
H13 -2.039 -0.753 -0.639  -0.1696
H14 -3.328 -1.250 1.715  0.2385
H15 -3.277 0.439 2.166  0.2383
H16 -6.858 -3.392 0.305  0.2244
H17 -7.331 -1.919 -0.521  0.2280
H18 -5.673 -2.520 -0.643  0.2473
C11 6.197 5.260 -1.735  -0.6386
C12 5.838 3.816 -1.448  -0.0685
O7 4.554 3.702 -0.828  -0.4953
C13 3.505 3.850 -1.647  0.9836
O8 3.560 4.053 -2.835  -0.6574
O9 2.398 3.745 -0.919  -0.4847
C14 1.185 3.967 -1.647  -0.2625
H19 6.122 5.859 -0.826  0.2086
H20 7.213 5.331 -2.126  0.2095
H21 5.517 5.696 -2.467  0.2271
H22 6.550 3.396 -0.739  0.1858
H23 5.878 3.206 -2.351  0.1924
H24 1.127 3.324 -2.523  0.1989
H25 1.114 5.014 -1.939  0.1776
H26 0.357 3.725 -0.985  0.2219

ΔE to the lowest compared entry with this formula, charge and spin = 0.00 kcal/mol
HOMO level = -4.5 eV
Net charge = -1
2S+1 = 1

---

# 2
Density functional theory data (the ωB97M-V functional and the def2-TZVPD basis) for a structure of composition C14H26Br12O8S2.

Last column: natural (NBO) charge in e.
Positions of all 62 atoms, in Å:
O1 -4.675 3.390 1.108  -0.5792
C1 -4.475 4.613 1.268  0.8212
O2 -5.399 5.657 0.976  -0.5211
C2 -4.820 6.973 0.919  -0.0631
C3 -3.333 6.689 1.238  -0.4574
C4 -3.230 5.357 1.831  -0.5331
H1 -5.151 7.598 1.749  0.1741
H2 -5.108 7.538 0.032  0.2034
H3 -2.965 7.372 2.003  0.2239
H4 -2.673 6.612 0.373  0.2276
H5 -3.177 5.093 2.887  0.2501
H6 -2.356 4.831 1.447  0.2390
O3 1.695 -4.356 -0.514  -0.9172
S1 2.303 -3.921 -1.755  2.3122
O4 1.823 -2.711 -2.480  -0.9247
O5 3.904 -3.601 -1.486  -0.7459
C5 4.516 -2.308 -1.406  -0.0665
C6 4.163 -1.524 -0.178  -0.6359
C7 2.452 -5.331 -2.872  -0.8484
H7 4.350 -1.803 -2.357  0.2001
H8 5.594 -2.360 -1.257  0.1944
H9 4.613 -0.546 -0.351  0.2167
H10 4.519 -1.916 0.775  0.2200
H11 3.078 -1.434 -0.217  0.2106
H12 1.481 -5.284 -3.365  0.2549
H13 2.616 -6.241 -2.296  0.2635
H14 3.198 -5.082 -3.627  0.2591
O6 -1.359 0.809 2.004  -0.9117
S2 -1.134 0.729 0.594  2.2812
O7 -0.007 1.473 0.039  -0.9515
O8 -1.109 -0.870 0.132  -0.6976
C8 0.054 -1.625 0.335  -0.1114
C9 -0.315 -2.781 1.319  -0.6415
C10 -2.712 1.244 -0.457  -0.7823
H15 0.976 -1.165 0.690  0.2004
H16 0.151 -2.246 -0.556  0.2102
H17 -0.498 -2.265 2.262  0.2041
H18 0.408 -3.554 1.576  0.2184
H19 -1.223 -3.357 1.141  0.2160
H20 -3.462 0.485 -0.236  0.2379
H21 -2.526 1.092 -1.520  0.2380
H22 -3.008 2.218 -0.067  0.2635
C11 2.150 1.784 -2.477  -0.4175
Br1 2.715 3.743 -2.631  0.0509
Br2 3.097 0.627 -3.765  0.0526
Br3 0.239 1.607 -2.977  0.0896
H23 2.441 1.309 -1.540  0.2297
C12 -3.160 5.483 -2.660  -0.4530
Br4 -1.881 4.607 -1.438  0.0919
Br5 -3.729 7.297 -2.082  0.0692
Br6 -4.634 4.185 -2.824  0.0862
H24 -2.744 5.618 -3.658  0.2256
C13 3.319 -3.012 3.618  -0.4682
Br7 2.632 -4.019 5.067  0.1224
Br8 2.303 -1.344 3.165  0.0818
Br9 3.625 -4.251 2.056  0.0633
H25 4.275 -2.664 4.008  0.2196
C14 0.566 -6.829 1.697  -0.4384
Br10 0.291 -7.076 -0.306  0.0519
Br11 0.859 -8.540 2.643  0.0821
Br12 -0.950 -5.836 2.458  0.0833
H26 1.405 -6.180 1.947  0.2251

ΔE to the lowest compared entry with this formula, charge and spin = 7.58 kcal/mol
HOMO level = -9.9 eV
2S+1 = 1

---

# 3
Density functional theory data (the ωB97M-V functional and the def2-TZVPD basis) for a structure of composition C14H26CeIOP2S.

Last column: Mulliken spin population.
Positions of all 46 atoms, in Å:
C1 -0.304 5.187 -2.757  -0.0003
I1 -0.050 3.564 -1.243  -0.0015
H1 -0.248 4.735 -3.750  0.0000
H2 0.488 5.930 -2.637  -0.0001
H3 -1.277 5.662 -2.612  0.0000
Ce1 -0.061 0.095 -0.680  1.0218
P1 2.568 0.145 -0.298  0.0023
C2 3.354 1.256 0.861  0.0000
C3 3.240 -1.531 -0.183  -0.0010
H4 4.314 -1.422 -0.433  0.0000
H5 3.933 0.672 -2.146  0.0000
H6 2.718 -2.224 -0.874  -0.0003
H7 2.313 0.073 -2.754  -0.0004
H8 3.150 0.877 1.883  0.0003
H9 3.073 -1.917 0.839  0.0002
C4 2.832 0.736 -2.022  0.0006
H10 4.431 1.197 0.581  -0.0003
H11 2.446 1.772 -2.143  0.0000
H12 2.919 2.270 0.746  0.0001
P2 -2.559 -0.324 0.159  -0.0106
C5 -3.326 0.641 1.454  0.0002
C6 -3.226 0.169 -1.488  0.0015
H13 -2.409 -2.687 -0.419  -0.0008
H14 -4.009 -2.190 0.312  0.0000
H15 -2.481 -2.431 1.330  -0.0002
C7 -2.904 -2.087 0.370  0.0030
H16 -2.726 -0.399 -2.308  -0.0006
H17 -4.302 -0.095 -1.422  -0.0005
H18 -4.406 0.384 1.359  -0.0003
H19 -3.107 1.715 1.281  -0.0001
H20 -3.069 1.257 -1.656  -0.0001
H21 -2.881 0.319 2.418  0.0001
C8 0.025 1.311 1.652  0.0025
O1 0.036 2.066 2.532  0.0016
S1 0.161 -2.717 -1.226  -0.0144
C9 0.104 -3.354 0.362  -0.0023
C10 -0.392 -4.673 0.473  -0.0005
C11 -0.503 -5.284 1.700  0.0004
C12 -0.118 -4.599 2.879  -0.0014
C13 0.345 -3.297 2.801  0.0006
C14 0.453 -2.633 1.557  0.0004
H22 -0.700 -5.159 -0.471  0.0001
H23 -0.882 -6.321 1.754  0.0000
H24 -0.186 -5.094 3.821  -0.0001
H25 0.658 -2.749 3.680  0.0000
H26 0.855 -1.604 1.514  0.0001

HOMO level (alpha / beta) = -13.2 / -13.3 eV
Net charge = +2
2S+1 = 2

---

# 4
Density functional theory data (the ωB97M-V functional and the def2-TZVPD basis) for a structure of composition C14H26ClILaNP2.

Last column: natural (NBO) charge in e.
Positions of all 46 atoms, in Å:
C1 1.561 1.193 -0.348  -0.6351
I1 -0.254 1.848 1.274  0.2498
H1 1.412 0.734 -1.352  0.1792
H2 2.523 0.585 -0.044  0.2450
H3 1.583 2.231 -0.482  0.1829
La1 -1.743 -2.143 -1.345  2.2480
P1 1.075 -2.270 0.966  0.7045
C2 2.375 -1.925 2.291  -0.8840
C3 -0.080 -3.296 2.058  -0.9122
H4 0.483 -4.189 2.404  0.2569
H5 2.140 -4.451 0.835  0.2545
H6 -0.977 -3.631 1.498  0.1675
H7 1.484 -3.915 -0.696  0.2055
H8 2.054 -1.146 3.011  0.2609
H9 -0.428 -2.703 2.935  0.2642
C4 1.958 -3.599 0.209  -0.9680
H10 2.693 -2.843 2.821  0.2468
H11 2.919 -3.267 -0.131  0.2671
H12 3.267 -1.507 1.789  0.2521
P2 -1.477 1.699 -1.281  0.7064
C5 -1.014 3.520 -0.749  -0.8810
C6 -1.611 2.211 -2.972  -0.9901
H13 -3.778 0.944 -1.018  0.1958
H14 -3.719 2.691 -1.394  0.2530
H15 -3.367 2.073 0.281  0.2548
C7 -3.248 1.880 -0.801  -0.9414
H16 -1.721 1.348 -3.585  0.2162
H17 -2.409 2.910 -3.163  0.2504
H18 -1.741 4.244 -1.120  0.2356
H19 -0.006 3.752 -1.123  0.2320
H20 -0.706 2.662 -3.329  0.2587
H21 -0.931 3.617 0.399  0.2119
Cl1 -3.345 -3.424 -2.464  -0.5785
N1 2.027 0.931 1.652  -0.4750
C8 1.941 2.056 2.299  0.3369
C9 2.196 3.052 3.160  -0.2601
C10 3.488 3.620 2.939  -0.1145
C11 3.957 4.491 3.909  -0.1928
C12 3.169 4.764 4.986  -0.1573
C13 1.884 4.259 5.194  -0.1858
C14 1.367 3.388 4.248  -0.1411
H22 4.017 3.319 2.079  0.2271
H23 4.977 4.873 3.725  0.2460
H24 3.554 5.417 5.775  0.2385
H25 1.262 4.471 6.045  0.2409
H26 0.397 2.982 4.369  0.2277

ΔE to the lowest compared entry with this formula, charge and spin = 217.66 kcal/mol
HOMO level (alpha / beta) = -12.8 / -12.0 eV
Net charge = +2
2S+1 = 1

---

Please write out number 3 again, unchanged.
Density functional theory data (the ωB97M-V functional and the def2-TZVPD basis) for a structure of composition C14H26CeIOP2S.

Last column: Mulliken spin population.
Positions of all 46 atoms, in Å:
C1 -0.304 5.187 -2.757  -0.0003
I1 -0.050 3.564 -1.243  -0.0015
H1 -0.248 4.735 -3.750  0.0000
H2 0.488 5.930 -2.637  -0.0001
H3 -1.277 5.662 -2.612  0.0000
Ce1 -0.061 0.095 -0.680  1.0218
P1 2.568 0.145 -0.298  0.0023
C2 3.354 1.256 0.861  0.0000
C3 3.240 -1.531 -0.183  -0.0010
H4 4.314 -1.422 -0.433  0.0000
H5 3.933 0.672 -2.146  0.0000
H6 2.718 -2.224 -0.874  -0.0003
H7 2.313 0.073 -2.754  -0.0004
H8 3.150 0.877 1.883  0.0003
H9 3.073 -1.917 0.839  0.0002
C4 2.832 0.736 -2.022  0.0006
H10 4.431 1.197 0.581  -0.0003
H11 2.446 1.772 -2.143  0.0000
H12 2.919 2.270 0.746  0.0001
P2 -2.559 -0.324 0.159  -0.0106
C5 -3.326 0.641 1.454  0.0002
C6 -3.226 0.169 -1.488  0.0015
H13 -2.409 -2.687 -0.419  -0.0008
H14 -4.009 -2.190 0.312  0.0000
H15 -2.481 -2.431 1.330  -0.0002
C7 -2.904 -2.087 0.370  0.0030
H16 -2.726 -0.399 -2.308  -0.0006
H17 -4.302 -0.095 -1.422  -0.0005
H18 -4.406 0.384 1.359  -0.0003
H19 -3.107 1.715 1.281  -0.0001
H20 -3.069 1.257 -1.656  -0.0001
H21 -2.881 0.319 2.418  0.0001
C8 0.025 1.311 1.652  0.0025
O1 0.036 2.066 2.532  0.0016
S1 0.161 -2.717 -1.226  -0.0144
C9 0.104 -3.354 0.362  -0.0023
C10 -0.392 -4.673 0.473  -0.0005
C11 -0.503 -5.284 1.700  0.0004
C12 -0.118 -4.599 2.879  -0.0014
C13 0.345 -3.297 2.801  0.0006
C14 0.453 -2.633 1.557  0.0004
H22 -0.700 -5.159 -0.471  0.0001
H23 -0.882 -6.321 1.754  0.0000
H24 -0.186 -5.094 3.821  -0.0001
H25 0.658 -2.749 3.680  0.0000
H26 0.855 -1.604 1.514  0.0001

HOMO level (alpha / beta) = -13.2 / -13.3 eV
Net charge = +2
2S+1 = 2

---

2S+1 of number 2 (C14H26Br12O8S2)? 1

---

Please write out number 1 again, unchanged.
Density functional theory data (the ωB97M-V functional and the def2-TZVPD basis) for a cluster of 2 separate species, C14H26BO9 in total.

Last column: natural (NBO) charge in e.
Positions of all 50 atoms, in Å:
C1 0.220 -5.526 2.151  -0.2467
O1 0.369 -4.966 0.869  -0.5518
C2 0.204 -3.545 0.976  -0.0737
C3 0.447 -2.853 -0.346  -0.4135
C4 1.001 -1.426 -0.224  -0.4210
C5 0.313 -0.566 0.848  0.0882
C6 0.085 0.939 0.366  -0.0764
O2 -1.299 1.186 0.323  -0.7332
B1 -1.960 -0.125 0.414  0.6447
C7 -3.334 -0.234 1.306  -0.8087
C8 -4.612 -0.093 0.532  0.8248
O3 -4.655 0.195 -0.573  -0.5216
O4 -5.831 -0.347 1.250  -0.5842
C9 -6.118 -1.683 1.280  0.8028
C10 -6.523 -2.402 0.025  -0.7344
O5 -6.061 -2.261 2.286  -0.5477
O6 -0.971 -0.920 1.220  -0.7409
H1 -0.520 -4.987 2.752  0.1692
H2 -0.123 -6.555 2.084  0.1757
H3 1.166 -5.461 2.700  0.1554
H4 -0.840 -3.369 1.244  0.1952
H5 0.779 -3.118 1.803  0.1598
H6 -0.420 -2.865 -0.997  0.2155
H7 1.204 -3.443 -0.876  0.1940
H8 2.081 -1.458 -0.065  0.1871
H9 0.837 -0.938 -1.185  0.2018
H10 0.916 -0.516 1.763  0.1471
H11 0.397 1.539 1.233  0.1494
H12 0.640 1.246 -0.526  0.1375
H13 -2.039 -0.753 -0.639  -0.1696
H14 -3.328 -1.250 1.715  0.2385
H15 -3.277 0.439 2.166  0.2383
H16 -6.858 -3.392 0.305  0.2244
H17 -7.331 -1.919 -0.521  0.2280
H18 -5.673 -2.520 -0.643  0.2473
C11 6.197 5.260 -1.735  -0.6386
C12 5.838 3.816 -1.448  -0.0685
O7 4.554 3.702 -0.828  -0.4953
C13 3.505 3.850 -1.647  0.9836
O8 3.560 4.053 -2.835  -0.6574
O9 2.398 3.745 -0.919  -0.4847
C14 1.185 3.967 -1.647  -0.2625
H19 6.122 5.859 -0.826  0.2086
H20 7.213 5.331 -2.126  0.2095
H21 5.517 5.696 -2.467  0.2271
H22 6.550 3.396 -0.739  0.1858
H23 5.878 3.206 -2.351  0.1924
H24 1.127 3.324 -2.523  0.1989
H25 1.114 5.014 -1.939  0.1776
H26 0.357 3.725 -0.985  0.2219

ΔE to the lowest compared entry with this formula, charge and spin = 0.00 kcal/mol
HOMO level = -4.5 eV
Net charge = -1
2S+1 = 1